No. 1
{"formula": "C9H11N4O4S2", "method": "wB97M-V/def2-TZVPD", "symbols": ["S", "S", "O", "O", "O", "O", "N", "N", "N", "N", "C", "C", "C", "C", "C", "C", "C", "C", "C", "H", "H", "H", "H", "H", "H", "H", "H", "H", "H", "H"], "positions_angstrom": [[-0.5012, 2.4223, 1.7871], [0.2521, -0.1303, 0.6236], [-2.1004, 0.3281, 1.5472], [4.7440, 2.1868, -0.6025], [5.6433, 0.7899, -2.2328], [1.5468, -3.0552, -2.1199], [1.8135, -1.1194, -0.9531], [5.2966, -0.3560, -2.9049], [4.5582, 1.1976, -1.2817], [3.3687, -1.8104, -2.6564], [2.2716, -1.9559, -1.9017], [-0.8720, 0.8755, 1.3314], [0.3613, -3.1974, -1.2856], [4.0479, -0.6920, -2.4269], [-3.5992, 2.2208, 1.0347], [-4.3017, 0.2927, 2.4495], [3.5613, 0.2979, -1.4742], [2.4063, 0.0506, -0.6884], [-3.1499, 1.2060, 2.0486], [-3.8126, 1.7352, 0.0742], [-4.5203, 2.6945, 1.3914], [0.6461, -3.3152, -0.2374], [-2.8484, 3.0048, 0.8836], [2.1840, 0.8430, 0.0369], [-0.3064, -2.3381, -1.3944], [-0.1058, -4.1071, -1.6627], [-2.7850, 1.7244, 2.9509], [-5.1700, 0.8981, 2.7311], [-4.0378, -0.3272, 3.3119], [-4.5910, -0.3641, 1.6204]], "mulliken_charge": [-0.482, -0.458, -0.380, -0.667, -0.189, -0.406, -0.348, -0.530, 0.716, -0.594, 0.584, 0.256, -0.615, 0.595, -1.242, -1.486, 0.228, -0.187, 0.512, 0.312, 0.382, 0.295, 0.301, 0.505, 0.294, 0.220, 0.302, 0.410, 0.336, 0.335], "homo_lumo_gap_ev": 4.74, "homo_ev": -3.48, "charge": -1}



No. 2
{"formula": "C2H4NiO2", "method": "wB97M-V/def2-TZVPD", "symbols": ["Ni", "O", "O", "C", "C", "H", "H", "H", "H"], "positions_angstrom": [[-0.9098, -1.9554, -0.5139], [-0.2067, -0.8604, 1.1184], [-0.2499, -0.1773, -1.3897], [0.2378, 0.4128, 0.7973], [0.2298, 0.7565, -0.4828], [0.7607, 0.9760, 1.5674], [-0.2324, 0.1526, -2.2976], [0.5048, 1.7353, -0.8640], [-0.1343, -1.0400, 2.0649]], "mulliken_charge": [0.876, -0.369, -0.368, 0.150, 0.120, 0.380, 0.413, 0.386, 0.412], "homo_lumo_gap_ev": [10.84, 5.88], "spin_multiplicity": 3, "homo_ev": [-21.05, -19.58], "charge": 2}



No. 3
{"formula": "C5H14N2", "method": "wB97M-V/def2-TZVPD", "symbols": ["N", "N", "C", "C", "C", "C", "C", "H", "H", "H", "H", "H", "H", "H", "H", "H", "H", "H", "H", "H", "H"], "positions_angstrom": [[-2.7231, -0.5925, 1.4111], [1.5331, 0.8383, -0.3905], [-0.0233, -1.1489, -0.1754], [-1.8315, 0.4677, 0.9752], [1.3489, -0.5246, 0.1488], [2.4814, 0.9805, -1.5619], [-1.1034, -0.0636, -0.3238], [-1.9689, -0.4603, -0.7863], [-1.1348, 0.6030, 1.8636], [-2.6774, -0.7576, 2.4794], [3.4072, 0.6189, -1.1039], [2.1648, -1.1558, -0.1767], [2.6586, 1.9974, -1.6572], [1.6131, 1.6609, 0.1717], [-0.6491, 0.6903, -0.8634], [-0.3899, -1.9853, 0.4915], [-0.0909, -1.6852, -1.1856], [2.1559, 0.3088, -2.3293], [1.3605, -0.5755, 1.2295], [-2.4917, 1.2627, 0.7066], [-3.6395, -0.4789, 1.0765]], "mulliken_charge": [-0.542, 0.543, -0.515, -1.865, -1.887, -2.914, -1.271, 0.677, 1.102, 0.390, 0.338, 0.324, 1.439, 0.308, 0.558, 0.422, 0.272, 0.390, 0.762, 0.236, 0.232], "homo_lumo_gap_ev": [2.43, 8.79], "spin_multiplicity": 2, "homo_ev": [1.49, -4.55], "charge": -1}



No. 4
{"formula": "C4H9NO", "method": "wB97M-V/def2-TZVPD", "symbols": ["O", "N", "C", "C", "C", "C", "H", "H", "H", "H", "H", "H", "H", "H", "H"], "positions_angstrom": [[2.6287, -0.4278, 0.2248], [2.0838, 1.7113, -0.1204], [-1.7350, -1.6305, -0.6596], [-1.7819, -0.5927, 0.1404], [0.2629, 0.0937, 0.1847], [1.7815, 0.4330, 0.0744], [-0.2828, 0.8500, -0.3171], [-2.1111, 0.3473, -0.1249], [-1.7732, -0.3971, 1.2717], [-2.0109, -1.5951, -1.6513], [0.0024, -0.8122, -0.3245], [-1.4341, -2.5639, -0.2877], [0.0019, 0.1399, 1.2882], [3.0118, 2.0093, 0.1525], [1.3561, 2.4346, 0.1488]], "mulliken_charge": [-0.610, -0.441, -0.662, -0.634, -0.763, 0.410, 0.361, 0.359, 0.304, 0.305, 0.305, 0.305, 0.257, 0.267, 0.236], "homo_lumo_gap_ev": 9.42, "smiles": "CC(N)=O.C=C", "homo_ev": -8.88, "charge": 0}



No. 5
{"formula": "C28H51Cl8N5", "method": "wB97M-V/def2-TZVPD", "symbols": ["Cl", "Cl", "Cl", "Cl", "Cl", "Cl", "Cl", "Cl", "N", "N", "N", "N", "N", "C", "C", "C", "C", "C", "C", "C", "C", "C", "C", "C", "C", "C", "C", "C", "C", "C", "C", "C", "C", "C", "C", "C", "C", "C", "C", "C", "C", "H", "H", "H", "H", "H", "H", "H", "H", "H", "H", "H", "H", "H", "H", "H", "H", "H", "H", "H", "H", "H", "H", "H", "H", "H", "H", "H", "H", "H", "H", "H", "H", "H", "H", "H", "H", "H", "H", "H", "H", "H", "H", "H", "H", "H", "H", "H", "H", "H", "H", "H"], "positions_angstrom": [[-2.6744, -3.6282, 0.3297], [-3.4563, 1.4836, 4.5967], [-3.7549, -1.2542, 0.8279], [-1.5310, -0.8441, 3.5115], [0.9238, 0.3905, 4.2355], [-2.3590, 0.6880, -1.3858], [-1.9567, -3.8019, -2.8292], [1.2472, 3.2094, 2.2115], [-1.1208, 3.0474, 1.5974], [2.4987, 1.6308, -1.6487], [4.5160, -3.5100, -1.6447], [0.0943, -2.4719, -0.6175], [0.0859, -0.6101, -5.7426], [1.3263, 1.0958, 1.0198], [3.4236, -3.1417, -1.7416], [-3.9179, 1.1620, 0.6576], [-3.4058, 3.6907, 0.5482], [0.6659, 1.0224, -2.7554], [4.7844, 1.0121, 1.5233], [-0.2266, -1.5712, 0.0366], [1.8256, 2.9242, 3.8909], [1.2383, -4.4990, -3.3356], [-4.0712, 2.4992, -0.1449], [2.0902, -2.6798, -1.9527], [-2.5158, -1.0900, -1.5377], [2.2854, 1.5064, 4.0810], [-0.7008, -0.4312, 0.8443], [-1.4612, 0.8528, 2.9379], [-0.0495, 0.2252, -4.9593], [-1.2450, -4.4570, -0.2490], [-1.4032, -5.0537, -1.6536], [-1.7639, 1.7287, 4.1349], [1.0606, -3.8432, -2.0411], [-3.7896, -1.6104, -0.9245], [-0.1286, 1.3045, -4.0099], [0.4490, -0.2704, -2.0146], [3.9923, 2.3836, 1.5220], [3.0186, 2.3067, -0.8465], [-2.1413, 3.3103, 1.1633], [3.7338, 3.0845, 0.1827], [-0.0533, 0.9397, 0.4353], [-1.6539, -1.5337, -1.0393], [2.6378, 3.6425, 4.0023], [-1.7896, -0.4163, 0.7952], [-0.4912, 1.0126, 2.4671], [0.5347, -1.1835, -2.6038], [1.7161, 1.0359, -3.0467], [2.2819, -4.7604, -3.5111], [-3.7751, -2.6921, -1.0574], [-1.6681, 2.7700, 3.8275], [-2.0015, -5.9635, -1.7021], [-0.4026, -5.3713, -1.9467], [3.0181, 2.3005, 2.0039], [0.6959, -5.4438, -3.3706], [5.1037, 0.8282, 2.5491], [4.6812, 3.3565, -0.2827], [-1.0334, -5.2596, 0.4574], [2.9672, 1.0421, 3.3684], [-0.4048, -3.7649, -0.1927], [-0.4736, -0.7313, 1.8673], [-0.7731, 1.7000, 0.7385], [-4.3122, 1.2976, 1.6647], [0.0581, -3.4194, -1.9816], [-3.2132, 4.5656, -0.0728], [1.3137, 1.0509, 2.1088], [-4.6712, -1.1176, -1.3344], [0.0822, 1.0508, -0.6405], [3.3773, 4.1047, 0.3250], [-3.9986, 4.0172, 1.4026], [-2.1676, 0.9833, 2.1181], [0.7891, -3.9895, -4.1880], [4.3196, 0.1188, 1.1061], [-5.1258, 2.7647, -0.2196], [0.2587, 2.2202, -4.4565], [2.8543, 1.4433, 5.0086], [-2.3873, -1.4501, -2.5584], [1.1662, -0.3843, -1.2018], [-1.1146, 1.5227, 4.9858], [-1.1728, 1.4423, -3.7292], [1.7293, 2.0023, 0.5684], [2.1219, -2.0728, -2.8575], [1.0737, 3.2485, 4.6102], [1.8869, -2.0111, -1.1163], [1.9319, 0.2531, 0.6862], [5.7001, 1.2150, 0.9680], [-3.6089, 2.3926, -1.1263], [-0.5084, -0.2761, -1.4936], [-4.4221, 0.3239, 0.1766], [0.5204, 1.8732, -2.0898], [4.4700, 3.1191, 2.1692], [-2.8864, 0.8138, 0.7115], [1.2329, -4.4010, -1.1206]], "mulliken_charge": [-0.196, -0.204, -0.151, -0.153, -0.078, -0.046, -0.128, 0.127, -0.442, -0.454, -0.641, -0.077, -0.577, -1.716, 0.153, -0.555, -0.967, -1.808, -1.287, -0.987, -0.446, -1.571, -0.542, 0.343, 1.125, -0.176, 0.413, 0.503, 0.314, 0.196, -0.318, -0.625, 1.704, -1.431, -0.600, 1.148, 0.241, 0.442, 0.398, -1.104, 1.803, -1.391, 0.558, -0.533, -0.614, 0.458, 0.859, 0.447, 0.611, 0.285, 0.524, 0.191, -0.850, 0.404, 0.457, 0.458, 0.532, 0.039, -0.603, 1.316, 0.852, 0.639, -1.547, 0.359, -0.919, 0.549, -0.314, 0.460, 0.317, 0.331, 0.322, 0.182, 0.513, 0.436, 0.488, 1.134, -0.286, 0.401, 0.212, -0.206, 0.342, 0.436, -0.530, 0.075, 0.422, 0.376, -1.021, 0.661, 0.181, 0.503, -0.796, 0.655], "homo_lumo_gap_ev": 9.45, "homo_ev": -9.25, "charge": 0}



No. 6
{"formula": "H15S8", "method": "wB97M-V/def2-TZVPD", "symbols": ["S", "S", "S", "S", "S", "S", "S", "S", "H", "H", "H", "H", "H", "H", "H", "H", "H", "H", "H", "H", "H", "H", "H"], "positions_angstrom": [[5.8052, 2.9309, 0.7200], [-3.4520, -2.2874, -2.4311], [-1.8309, -0.0667, 2.6664], [-0.3127, -5.2734, -4.6371], [5.1567, -2.6054, 1.8292], [-1.0724, 0.5623, -0.9872], [0.9950, 5.3393, 2.9695], [-5.4067, 1.4539, -0.0838], [4.7225, 2.3810, 1.2345], [6.3875, 2.9162, 1.9298], [3.8926, -2.1808, 1.8260], [-0.4971, 0.0593, 2.7208], [-0.1724, 4.6973, 2.9133], [-1.4335, 0.3307, 1.4195], [-0.9121, 1.8653, -1.1084], [-3.6597, -2.0733, -3.7437], [-2.3270, -1.6004, -2.1806], [5.1959, -3.0466, 0.5411], [-5.0966, 0.1530, -0.1139], [-0.4114, -4.0618, -3.9379], [-0.4153, -5.9790, -3.5097], [-5.3518, 1.6995, -1.3450], [1.8299, 4.3701, 2.9547]], "mulliken_charge": [-0.282, -0.310, -0.325, -0.327, -0.319, -0.767, -0.292, -0.267, 0.148, 0.133, 0.169, 0.101, 0.170, 0.111, -0.040, 0.116, 0.129, 0.150, 0.145, 0.186, 0.138, 0.113, 0.121], "homo_lumo_gap_ev": 5.78, "homo_ev": -3.47, "charge": -1}



Sequential maximum force output: 0.0583 0.0809 0.0944 0.0982 0.1360 0.0478 hartree/bohr